{
  "formula": "C17H25FN2O3",
  "method": "ωB97M-V with the def2-TZVPD basis set",
  "smiles": "COc1ccc(CN2CC[C@@H](N3CCOCC3)[C@H](O)C2)cc1F",
  "max_force_ev_per_a": 0.4,
  "total_charge": 0,
  "de_lowest_ev": 0.286,
  "e_lumo_ev": 0.743,
  "elements": ["C", "H", "O", "C", "C", "C", "C", "C", "C", "F", "H", "C", "N", "C", "C", "O", "H", "C", "N", "C", "C", "H", "O", "C", "H", "C", "H", "H", "H", "H", "H", "H", "C", "C", "H", "H", "H", "H", "H", "H", "H", "H", "H", "H", "H", "H", "H", "H"],
  "coordinates": [[7.198630, 1.258200, -0.470056], [8.189081, 1.049014, -0.871449], [6.510447, 0.026319, -0.516191], [5.223444, -0.049233, -0.094453], [4.628522, -1.311175, -0.205659], [3.329404, -1.538497, 0.186774], [2.553179, -0.507884, 0.707589], [3.122073, 0.747610, 0.820445], [4.432127, 0.969528, 0.431121], [4.904255, 2.236218, 0.587421], [2.564137, 1.583715, 1.214372], [1.134772, -0.767532, 1.136873], [0.419904, -1.512889, 0.112835], [0.252751, -0.791973, -1.131214], [-0.841476, 0.286985, -1.080649], [-0.966487, 0.864530, -2.355827], [-1.835657, 1.289351, -2.379926], [-2.177117, -0.345938, -0.640310], [-3.213162, 0.670602, -0.737342], [-3.305053, 1.681149, 0.301802], [-4.266501, 1.304802, 1.439717], [-4.424332, 2.160829, 2.098565], [-5.541135, 0.954436, 0.945336], [-5.449421, -0.114543, 0.028918], [-6.467057, -0.306212, -0.315669], [-4.540692, 0.254831, -1.149777], [-4.464335, -0.583943, -1.842863], [-4.996707, 1.103391, -1.675045], [-5.068221, -1.013248, 0.538837], [-3.860008, 0.469930, 2.029692], [-2.314873, 1.886972, 0.707810], [-3.681847, 2.596339, -0.171657], [-1.970932, -1.060113, 0.701835], [-0.834447, -2.084010, 0.552919], [-0.668929, -2.598807, 1.502620], [-1.127069, -2.832072, -0.191698], [-1.708928, -0.338207, 1.477737], [-2.881179, -1.579601, 1.005636], [-2.426721, -1.103468, -1.394474], [-0.549608, 1.065856, -0.355957], [1.200873, -0.331299, -1.410925], [-0.016914, -1.510129, -1.911112], [1.148753, -1.391762, 2.037397], [0.654528, 0.188021, 1.400878], [2.892590, -2.518571, 0.082273], [5.234174, -2.104834, -0.613055], [6.710924, 2.016953, -1.087299], [7.294223, 1.630379, 0.553196]],
  "atomic_forces_ev_per_a": [[0.27, 0.35, -0.01], [-0.05, 0.04, 0.03], [-0.21, -0.19, 0.03], [-0.15, -0.03, 0.04], [0.06, 0.21, 0.04], [0.03, 0.06, 0.03], [0.09, 0.18, 0.06], [0.06, -0.18, -0.05], [0.08, 0.06, 0.01], [0.01, -0.17, -0.05], [-0.07, 0.11, 0.03], [-0.02, -0.09, 0.01], [0.08, 0.00, 0.11], [-0.13, 0.33, -0.22], [-0.10, -0.38, 0.19], [0.15, -0.01, -0.26], [-0.04, -0.05, 0.12], [0.36, 0.19, 0.12], [-0.11, -0.04, -0.12], [-0.20, 0.02, 0.19], [0.30, 0.11, -0.02], [0.08, -0.05, 0.01], [-0.09, 0.11, -0.03], [0.07, -0.10, -0.32], [0.06, -0.07, -0.01], [-0.25, -0.01, 0.21], [-0.01, 0.02, -0.04], [-0.09, -0.12, -0.02], [-0.05, 0.05, -0.04], [-0.02, 0.08, -0.03], [0.03, 0.07, 0.01], [0.06, 0.03, 0.13], [0.11, -0.16, -0.28], [-0.15, 0.02, 0.16], [-0.01, -0.05, -0.06], [-0.06, -0.05, 0.06], [-0.06, 0.04, 0.09], [-0.03, 0.05, 0.08], [0.06, 0.04, 0.00], [-0.06, -0.12, 0.03], [-0.02, -0.04, -0.09], [-0.01, 0.04, -0.08], [-0.09, 0.09, 0.00], [0.05, -0.04, 0.07], [-0.04, -0.14, -0.04], [0.09, -0.10, -0.05], [0.04, -0.07, 0.05], [-0.01, -0.03, -0.09]],
  "nbo_charge": [-0.25, 0.19, -0.49, 0.22, -0.23, -0.20, -0.04, -0.28, 0.36, -0.34, 0.22, -0.24, -0.44, -0.24, 0.09, -0.72, 0.48, -0.06, -0.48, -0.25, -0.09, 0.20, -0.53, -0.09, 0.20, -0.24, 0.21, 0.20, 0.16, 0.16, 0.21, 0.20, -0.45, -0.21, 0.20, 0.19, 0.20, 0.21, 0.20, 0.14, 0.22, 0.20, 0.21, 0.17, 0.23, 0.23, 0.18, 0.18]
}